[1]
18
Properties=species:S:1:pos:R:3:forces:R:3:lowdin_charge:R:1 method="wB97M-V/def2-TZVPD" e_homo_ev=-22.91 orbital_gap_ha=0.1169 total_charge=+3 e_above_lowest_ev=3.722 e_tot_ha=-950.68092
In 11.0132 -23.3806 18.2956 6.608 5.853 4.568 1.75
C 10.0180 -27.6046 15.2450 -1.265 -1.108 -0.201 0.04
O 10.3345 -26.6894 16.3053 0.110 2.846 1.399 -0.10
P 9.3200 -25.5203 16.7365 -5.522 -7.037 -4.748 0.66
O 9.8367 -24.3825 17.5269 -4.186 -3.049 -2.596 -0.33
O 8.1520 -26.3689 17.5498 2.646 2.498 -3.343 -0.10
C 8.3767 -26.8549 18.8584 0.341 -0.526 1.217 -0.01
O 8.6286 -25.0976 15.2899 1.144 -0.639 4.601 -0.09
C 9.1610 -24.0138 14.5733 0.260 1.444 -1.359 -0.02
H 10.7034 -27.6074 14.3975 0.545 0.564 -0.006 0.15
H 8.9968 -27.4235 14.9097 0.111 -0.084 -0.212 0.12
H 10.1139 -28.5925 15.6956 0.140 -0.213 0.121 0.15
H 7.5317 -26.4249 19.3961 0.023 -0.244 0.704 0.15
H 9.3545 -26.5676 19.2449 -0.120 0.485 0.283 0.10
H 8.4024 -27.9440 18.8949 -0.594 -0.043 -0.314 0.14
H 9.6002 -24.4341 13.6686 -0.029 0.057 -0.387 0.15
H 9.8708 -23.3346 15.0454 0.327 -0.545 0.602 0.09
H 8.3618 -23.3285 14.2908 -0.538 -0.259 -0.328 0.15

***

[2]
18
Properties=species:S:1:pos:R:3:forces:R:3:lowdin_charge:R:1 method="wB97M-V/def2-TZVPD" e_homo_ev="-22.34 / -22.39" orbital_gap_ha="0.5216 / 0.2634" total_charge=+2 e_above_lowest_ev=1.411 multiplicity=2 e_tot_ha=-230.81028
C 0.2406 -1.6301 -0.2345 0.279 -0.117 0.814 0.03
N -0.1576 -0.2142 -0.2929 -1.755 -0.019 1.452 -0.27
C 0.0008 0.2598 -1.6596 1.220 1.599 0.166 0.02
C -1.5812 0.0483 0.2179 0.112 -0.491 -0.550 0.05
H 1.2235 -1.6674 -0.6729 0.401 -0.443 0.011 0.11
H -0.4491 -2.2112 -0.8403 -0.174 0.014 -0.109 0.14
H 0.2157 -1.9834 0.7932 0.069 -0.138 -0.032 0.12
H -0.2705 1.3050 -1.6004 0.157 0.430 -0.610 0.12
H 1.0709 0.1219 -1.9075 -0.788 0.094 -0.480 0.14
H -0.7101 -0.2189 -2.3302 0.168 -0.411 0.052 0.14
H -1.7759 1.1294 0.2491 -0.037 -0.387 -0.531 0.12
H -1.6493 -0.3164 1.2343 -0.113 -0.405 0.097 0.11
H -2.2152 -0.5391 -0.4880 0.079 0.723 0.721 0.14
N 1.3231 1.2580 1.6275 0.855 0.131 0.977 0.42
H 0.3801 0.3811 0.4702 0.216 -0.671 -1.085 0.13
H 0.6405 1.8502 2.0605 -1.177 0.657 0.102 0.14
H 1.7509 0.6670 2.3540 0.125 -0.542 -0.467 0.17
H 1.9630 1.7601 1.0196 0.364 -0.023 -0.528 0.16

***

[3]
67
Properties=species:S:1:pos:R:3:forces:R:3:lowdin_charge:R:1 method="wB97M-V/def2-TZVPD" e_homo_ev=-6.80 orbital_gap_ha=0.2279 total_charge=0 e_above_lowest_ev=0.160 e_tot_ha=-1788.16441
C -2.6176 3.7042 -5.2040 0.027 0.267 -0.295 -0.05
C -2.4419 2.9284 -3.9390 -0.216 -0.234 0.273 -0.25
C -3.3396 1.9035 -3.6254 0.324 -0.023 0.166 0.01
C -3.1627 1.1121 -2.4939 0.283 0.075 -0.137 -0.19
C -4.2129 0.0933 -2.1659 -0.462 -0.451 -0.364 -0.04
C -2.0453 1.3494 -1.6786 -0.716 0.863 -0.418 -0.12
N -2.0135 0.6800 -0.4184 0.845 0.235 1.406 0.06
C -0.9367 0.1024 0.2145 -2.575 -0.406 1.725 -0.08
C 0.1233 -0.6639 -0.4542 -1.754 0.686 0.511 -0.08
N -1.4039 -0.2527 1.4522 -0.436 1.434 -0.743 0.05
C -0.5622 -0.7485 2.4855 0.559 -0.365 0.583 -0.15
C -0.0296 0.1743 3.3942 0.432 -0.449 -0.047 -0.20
C -0.4987 1.6000 3.4034 0.262 0.393 0.151 -0.02
C 1.0113 -0.2694 4.2161 -0.587 -0.192 -0.112 -0.01
C 1.4425 -1.6001 4.1700 -0.218 0.158 -0.335 -0.26
C 2.6048 -2.0376 4.9967 0.277 -0.117 0.178 -0.04
C 0.8118 -2.5086 3.3117 -0.117 0.219 0.113 0.01
C -0.2224 -2.1019 2.4695 0.289 0.198 0.104 -0.20
C -0.9398 -3.0779 1.5801 0.052 -0.523 -0.037 -0.01
C -2.6964 0.2173 1.6247 0.176 -0.594 0.469 0.00
C -3.0727 0.8058 0.4861 0.204 -0.113 -0.707 0.00
C -1.2344 2.4786 -1.8753 -0.248 -0.184 -0.121 -0.17
C -0.2931 2.9340 -0.8019 0.572 0.257 0.096 -0.01
C -1.4227 3.2341 -3.0365 0.096 -0.161 0.093 0.01
H -1.7147 4.2806 -5.4194 -0.151 -0.035 -0.083 0.08
H -2.8151 3.0309 -6.0449 0.077 0.132 0.122 0.09
H -3.4610 4.4036 -5.1437 0.137 -0.127 0.056 0.09
H -4.2071 1.7083 -4.2614 0.346 0.085 0.084 0.13
H -3.8395 -0.7993 -1.6494 -0.020 0.282 -0.081 0.09
H -5.0318 0.5312 -1.5713 0.301 -0.153 -0.135 0.09
H -4.6706 -0.2351 -3.1084 0.082 -0.035 0.286 0.09
H 0.0256 -1.6562 -0.0302 -0.083 0.124 -0.594 0.10
H -0.3469 -0.5559 -1.4126 0.345 -0.879 -0.991 0.13
H 0.0617 2.1612 4.1615 -0.179 -0.103 -0.190 0.09
H -0.3177 2.0980 2.4372 -0.089 -0.174 0.199 0.08
H -1.5678 1.6890 3.6431 0.281 -0.029 -0.091 0.08
H 1.5299 0.4481 4.8586 -0.241 -0.268 -0.126 0.13
H 2.5841 -3.1236 5.1249 0.099 0.168 0.119 0.08
H 3.5521 -1.7701 4.5091 -0.230 -0.034 0.049 0.08
H 2.5830 -1.5466 5.9743 0.065 -0.172 -0.081 0.08
H 1.1489 -3.5492 3.2736 -0.152 0.339 0.113 0.13
H -0.7299 -4.0953 1.9281 -0.194 0.180 -0.021 0.09
H -2.0255 -2.9192 1.5787 0.227 -0.039 0.030 0.09
H -0.6001 -3.0598 0.5382 -0.138 -0.106 0.176 0.07
H -3.2670 0.0148 2.5211 0.269 0.137 -0.076 0.15
H -4.0228 1.2274 0.1952 0.318 0.092 0.078 0.13
H 0.1885 3.8705 -1.1112 -0.066 -0.272 0.123 0.09
H -0.8152 3.1366 0.1479 0.047 -0.137 -0.300 0.09
H 0.5022 2.2035 -0.5951 -0.222 0.286 -0.030 0.07
H -0.7742 4.1002 -3.2230 -0.267 -0.414 0.081 0.13
O 6.5504 -2.0964 -0.3269 -1.584 0.310 -0.686 0.03
N 5.6750 -2.0384 -1.2071 0.572 -0.332 -0.803 -0.34
O 5.8918 -2.4466 -2.3766 -0.274 0.553 1.405 -0.01
C 4.3532 -1.5095 -0.9537 0.226 -0.032 -0.846 -0.12
C 3.4119 -1.5237 -1.9886 0.359 -0.231 0.579 0.06
C 2.0981 -1.2027 -1.7725 -1.269 -0.219 -0.357 -0.11
N 1.1710 -1.8779 -2.6658 0.185 -0.766 -1.216 -0.34
O 1.4303 -1.9148 -3.8874 -0.377 0.172 1.720 0.03
O 0.1988 -2.5249 -2.1877 1.101 0.852 -0.640 -0.01
C 1.5353 -0.3626 -0.5921 3.630 -0.032 -0.505 -0.15
C 2.5263 -0.6108 0.5603 0.861 2.462 1.638 -0.12
N 2.5207 0.0134 1.7512 1.726 -2.706 -1.309 0.18
O 3.8127 -0.3465 2.3272 -1.581 1.048 -0.717 -0.13
N 4.6624 -0.9327 1.4114 -3.254 0.388 -1.467 0.15
C 3.8755 -1.0513 0.3095 2.612 -0.732 1.817 -0.17
H 3.7098 -1.9091 -2.9507 -0.078 -0.279 0.010 0.13
H 1.7604 0.6842 -0.8828 -0.489 -0.279 0.110 0.15

***

[4]
20
Properties=species:S:1:pos:R:3:forces:R:3:lowdin_charge:R:1 method="wB97M-V/def2-TZVPD" e_homo_ev=-8.33 orbital_gap_ha=0.3363 total_charge=0 e_above_lowest_ev=5.150 e_tot_ha=-403.14470
C 0.6870 -0.6362 -0.0798 -1.661 2.354 -0.806 -0.45
C 1.5231 0.3766 0.6889 0.086 0.106 1.376 -0.12
C 1.1511 1.5433 -0.2176 0.373 0.553 -0.451 -0.14
C 0.0412 0.7392 -0.8964 -0.022 -1.213 0.018 -0.14
C -1.2883 0.7351 -0.1573 -0.941 -0.101 -0.118 -0.19
C -1.6387 -0.6956 -0.2611 0.882 -0.642 0.598 -0.33
C -0.5336 -1.3155 0.6127 -0.795 1.275 0.775 -0.04
H 1.8324 -2.1614 -0.4523 -0.251 0.586 -0.302 0.12
H 1.1836 0.5160 1.7268 0.253 -0.134 -0.212 0.11
H 2.5675 0.0856 0.6599 0.253 0.164 0.260 0.11
H 0.8541 2.5071 0.2369 0.247 -0.481 -0.176 0.12
H 1.9778 1.6849 -0.9220 -0.234 0.385 0.057 0.11
H 0.0049 0.7055 -1.9984 0.026 -0.045 0.507 0.15
H -1.1506 1.1139 0.8747 -0.193 -0.517 -0.487 0.14
H -3.2274 0.4023 0.5060 -0.480 0.323 1.337 0.06
H -1.5178 -1.0758 -1.2612 0.302 -0.094 -0.434 0.14
H -0.4594 -2.3714 0.5579 0.021 -1.140 0.174 0.09
H -0.6794 -0.9279 1.6469 0.405 -0.692 -0.463 0.12
N -2.7564 0.1834 -0.3327 0.998 0.940 -1.193 0.12
O 1.4288 -1.4090 -0.9317 0.730 -1.628 -0.459 0.02